Below is a structure of composition C16H8Cl5N2Se2Sn, with properties calculated with wB97M-V/def2-TZVPD.

Cartesian coordinates (Å):
Sn: 0.71 -0.02 0.12
Cl: 4.01 0.53 -1.37
C: 4.06 0.14 0.27
C: 2.84 0.03 0.95
C: 2.90 -0.30 2.27
Cl: 1.39 -0.46 3.09
C: 4.14 -0.51 2.97
Cl: 4.13 -0.84 4.60
C: 5.36 -0.42 2.25
Cl: 6.82 -0.73 3.03
C: 5.33 -0.09 0.91
Cl: 6.75 0.01 0.02
Se: -1.47 2.05 -1.89
Se: -3.27 2.02 -0.45
C: -3.78 0.19 -0.62
C: -5.13 -0.12 -0.47
C: -5.49 -1.46 -0.56
C: -4.51 -2.39 -0.83
C: -3.18 -1.96 -0.95
N: -2.81 -0.70 -0.83
C: -0.23 3.08 -0.80
C: -0.28 4.45 -0.81
C: 0.62 5.16 -0.01
C: 1.56 4.45 0.72
C: 1.58 3.07 0.62
N: 0.69 2.38 -0.10
H: -5.88 0.65 -0.30
H: -6.52 -1.75 -0.43
H: -4.75 -3.44 -0.93
H: -2.39 -2.67 -1.14
H: -1.01 4.98 -1.42
H: 0.56 6.24 0.05
H: 2.28 4.97 1.34
H: 2.32 2.49 1.14

- HOMO-LUMO gap (alpha / beta): 5.86 / 5.36 eV
- Total charge: +3


Below is a structure of composition C8H16AsClCoF6N2O3 at a distorted geometry, with properties calculated with wB97M-V/def2-TZVPD.

Cartesian coordinates (Å):
Co: 0.51 -0.84 -1.07
C: -2.53 2.00 -2.90
N: -1.65 2.31 -1.76
C: -1.69 3.71 -1.31
C: -0.90 1.41 -1.22
O: -0.91 0.19 -1.63
C: 0.03 1.72 -0.05
O: 0.66 0.48 0.29
C: 0.52 -0.07 1.61
C: -0.12 -1.44 1.42
O: -0.42 -1.77 0.22
N: -0.36 -2.21 2.43
C: -0.96 -3.55 2.26
C: -0.06 -1.78 3.81
H: -3.56 2.19 -2.61
H: -2.41 0.97 -3.20
H: -2.26 2.66 -3.73
H: -2.72 3.97 -1.07
H: -1.34 4.34 -2.12
H: -1.07 3.86 -0.44
H: -0.53 2.11 0.80
H: 0.81 2.43 -0.34
H: -0.12 0.56 2.23
H: 1.51 -0.14 2.07
H: -1.21 -3.72 1.22
H: -1.87 -3.59 2.87
H: -0.25 -4.29 2.61
H: 0.99 -1.48 3.89
H: -0.22 -2.63 4.47
H: -0.72 -0.97 4.11
F: 1.75 0.22 -2.03
As: 3.45 -0.58 -1.51
F: 4.24 0.41 -2.60
F: 3.01 -1.75 -2.66
F: 4.68 -1.48 -0.84
F: 2.15 -1.52 -0.41
F: 3.42 0.57 -0.26
Cl: 0.16 -2.29 -2.54

- 2S+1: 2
- Expectation value of S²: 0.754
- HOMO-LUMO gap (alpha / beta): 8.50 / 5.72 eV
- Total charge: +2


Below is the molecule C4H8O2, with properties calculated with wB97M-V/def2-TZVPD.

Cartesian coordinates (Å):
C: 0.50 -0.02 2.25
C: 0.84 -0.40 0.82
O: -0.29 -0.08 0.00
C: -0.06 -0.03 -1.32
O: 1.03 -0.24 -1.82
C: -1.29 0.37 -2.09
H: 0.19 1.03 2.30
H: -0.31 -0.64 2.64
H: 1.38 -0.15 2.88
H: 1.71 0.15 0.45
H: 1.06 -1.47 0.72
H: -2.19 -0.06 -1.64
H: -1.19 0.06 -3.13
H: -1.39 1.46 -2.06

- Structure (SMILES): CCOC(C)=O
- HOMO-LUMO gap: 11.35 eV
- Energy relative to the best compared isomer or geometry (same formula, charge and spin): 5.6 kcal per mole


Below is a structure of composition C71H150AlN8O18 at a distorted geometry, with properties calculated with wB97M-V/def2-TZVPD.

Cartesian coordinates (Å):
Al: -0.66 4.52 0.94
O: 1.46 2.71 1.67
H: 2.32 2.28 1.86
C: 2.47 0.74 -1.43
C: 3.97 0.91 -1.17
C: 4.12 1.03 0.40
C: 5.53 0.57 0.95
C: 5.78 -0.91 0.54
C: 5.90 -1.10 -1.03
N: 4.70 -0.33 -1.74
O: 4.55 -0.53 -3.14
C: 5.74 -2.62 -1.32
C: 7.19 -0.47 -1.64
C: 4.62 2.17 -1.71
H: 2.13 -0.13 -0.87
H: 2.28 0.49 -2.47
H: 1.80 1.59 -1.25
H: 3.45 0.40 0.98
H: 3.91 2.07 0.62
H: 5.39 0.64 2.03
H: 6.38 1.23 0.80
H: 4.93 -1.53 0.81
H: 6.67 -1.39 0.95
H: 6.57 -3.23 -0.96
H: 5.72 -2.71 -2.40
H: 4.84 -3.07 -0.89
H: 7.36 0.54 -1.29
H: 7.25 -0.48 -2.73
H: 8.00 -1.07 -1.23
H: 5.64 2.22 -1.34
H: 4.09 3.07 -1.41
H: 4.64 2.18 -2.80
C: 4.28 3.47 3.49
C: 3.71 2.90 4.80
C: 2.87 4.06 5.49
C: 1.95 3.56 6.57
C: 0.92 2.61 6.02
C: 1.59 1.41 5.40
N: 2.71 1.76 4.48
O: 3.28 0.64 3.80
C: 0.50 0.66 4.62
C: 2.30 0.50 6.49
C: 4.76 2.35 5.81
H: 4.76 2.69 2.90
H: 5.12 4.16 3.66
H: 3.55 3.85 2.78
H: 2.36 4.60 4.69
H: 3.61 4.80 5.80
H: 1.48 4.41 7.07
H: 2.57 3.11 7.35
H: 0.32 3.03 5.22
H: 0.28 2.11 6.75
H: -0.45 0.73 5.15
H: 0.61 -0.42 4.62
H: 0.24 0.89 3.58
H: 1.57 -0.02 7.10
H: 3.00 1.08 7.10
H: 2.96 -0.25 6.03
H: 4.59 2.59 6.86
H: 5.76 2.71 5.56
H: 4.83 1.28 5.63
C: 2.53 11.08 -7.28
C: 1.68 10.97 -6.01
C: 0.87 9.59 -6.11
N: -0.23 9.42 -5.01
C: -1.49 10.29 -5.33
C: 0.14 9.56 -3.53
C: -0.88 8.71 -2.75
C: -1.30 7.56 -3.61
C: -0.68 7.84 -4.92
H: 2.92 10.08 -7.45
H: 3.29 11.79 -6.95
H: 2.12 11.34 -8.26
H: 0.98 11.79 -5.82
H: 2.37 10.93 -5.17
H: 1.48 8.73 -5.85
H: 0.31 9.30 -7.00
H: -1.25 11.32 -5.58
H: -2.25 10.27 -4.55
H: -1.89 9.94 -6.28
H: 0.10 10.61 -3.24
H: 1.14 9.13 -3.56
H: -1.79 9.24 -2.49
H: -0.35 8.38 -1.85
H: -2.39 7.55 -3.56
H: -1.03 6.62 -3.12
H: -1.11 7.41 -5.83
H: 0.22 7.22 -4.85
C: 0.31 -1.50 1.43
C: -0.78 -1.82 0.46
C: -1.68 -0.63 0.37
N: -3.05 -1.00 -0.23
C: -4.02 -1.82 0.60
C: -3.82 0.16 -0.81
C: -4.72 -0.33 -1.97
C: -4.13 -1.63 -2.43
C: -2.85 -1.88 -1.57
H: 0.64 -0.49 1.19
H: 1.18 -2.15 1.35
H: -0.06 -1.55 2.46
H: -1.36 -2.68 0.79
H: -0.45 -2.15 -0.53
H: -1.29 0.14 -0.29
H: -1.83 -0.09 1.31
H: -5.02 -1.89 0.16
H: -4.10 -1.35 1.58
H: -3.61 -2.82 0.68
H: -4.42 0.68 -0.07
H: -3.17 0.99 -1.10
H: -5.71 -0.42 -1.52
H: -4.93 0.44 -2.72
H: -4.84 -2.45 -2.32
H: -4.08 -1.58 -3.52
H: -2.66 -2.94 -1.38
H: -1.92 -1.51 -2.00
C: 9.19 7.59 -3.42
C: 8.76 6.58 -2.35
C: 7.94 7.32 -1.26
N: 7.22 6.36 -0.27
C: 8.19 5.38 0.29
C: 6.02 5.58 -0.94
C: 5.10 5.19 0.19
C: 5.18 6.38 1.17
C: 6.50 7.12 0.91
H: 8.35 8.25 -3.65
H: 9.58 7.07 -4.28
H: 9.91 8.38 -3.20
H: 9.66 6.14 -1.93
H: 8.17 5.83 -2.87
H: 7.23 8.03 -1.69
H: 8.58 7.87 -0.57
H: 8.39 4.62 -0.46
H: 7.82 4.86 1.18
H: 9.10 5.92 0.55
H: 6.39 4.70 -1.45
H: 5.54 6.31 -1.59
H: 5.36 4.20 0.56
H: 4.09 5.03 -0.20
H: 5.02 6.00 2.18
H: 4.34 7.05 1.03
H: 7.13 7.00 1.79
H: 6.53 8.17 0.63
C: -8.45 1.20 -1.71
C: -8.17 2.69 -1.77
C: -6.72 2.92 -2.13
N: -6.45 4.47 -2.00
C: -6.72 4.93 -0.55
C: -7.46 5.23 -2.93
C: -6.68 6.46 -3.42
C: -5.27 6.33 -3.07
C: -5.10 4.84 -2.65
H: -7.72 0.65 -1.11
H: -8.58 0.78 -2.70
H: -9.40 1.09 -1.18
H: -8.42 3.01 -0.76
H: -8.87 3.22 -2.41
H: -6.56 2.64 -3.18
H: -6.00 2.52 -1.42
H: -6.44 5.98 -0.50
H: -5.91 4.55 0.07
H: -7.74 4.92 -0.15
H: -8.39 5.49 -2.42
H: -7.54 4.57 -3.79
H: -7.04 7.33 -2.88
H: -6.80 6.72 -4.48
H: -5.12 6.93 -2.17
H: -4.54 6.67 -3.81
H: -4.33 4.58 -1.93
H: -5.07 4.28 -3.59
C: -1.53 9.60 5.90
C: -0.34 9.76 4.89
C: -0.73 9.37 3.45
N: 0.26 10.00 2.41
C: -0.05 11.53 2.37
C: 1.73 9.67 2.67
C: 2.45 9.90 1.33
C: 1.32 9.94 0.25
C: 0.05 9.46 0.95
H: -2.14 8.72 5.69
H: -2.33 10.32 5.75
H: -1.27 9.63 6.96
H: 0.47 9.17 5.33
H: 0.08 10.76 5.01
H: -1.76 9.62 3.19
H: -0.45 8.32 3.30
H: 0.31 12.00 1.45
H: 0.43 11.99 3.24
H: -1.11 11.77 2.43
H: 2.03 10.29 3.52
H: 1.83 8.62 2.96
H: 3.01 10.83 1.28
H: 3.07 9.02 1.16
H: 1.18 10.94 -0.15
H: 1.55 9.26 -0.57
H: -0.85 9.81 0.46
H: -0.01 8.37 0.96
C: -9.93 5.55 2.95
C: -8.69 6.30 3.34
C: -7.39 5.50 3.26
N: -6.10 6.13 3.76
C: -5.68 7.03 2.68
C: -5.13 5.12 4.22
C: -4.05 5.81 5.05
C: -4.97 6.75 5.88
C: -6.26 6.94 5.05
H: -9.74 5.00 2.03
H: -10.91 6.02 2.84
H: -10.14 4.74 3.66
H: -8.87 6.71 4.33
H: -8.62 7.13 2.63
H: -7.14 5.02 2.32
H: -7.62 4.68 3.94
H: -4.77 7.58 2.95
H: -6.49 7.71 2.42
H: -5.44 6.48 1.78
H: -4.79 4.69 3.28
H: -5.73 4.33 4.68
H: -3.52 6.50 4.40
H: -3.30 5.19 5.55
H: -4.54 7.73 6.06
H: -5.12 6.24 6.84
H: -6.50 7.98 4.86
H: -7.10 6.52 5.60
O: -0.41 5.94 5.66
C: -0.34 5.65 4.33
O: -1.13 4.83 3.86
O: 0.49 6.12 3.55
H: -0.97 5.21 5.93
O: -3.88 8.12 0.24
C: -2.86 7.24 0.36
O: -2.39 7.07 1.45
O: -2.39 6.66 -0.63
H: -3.89 8.68 1.02
O: 0.02 2.90 -3.39
C: -0.86 2.30 -2.62
O: -1.36 1.26 -3.06
O: -1.11 2.73 -1.50
H: 0.32 3.59 -2.80
O: 2.52 6.79 -2.03
C: 1.64 6.09 -1.34
O: 1.00 5.13 -1.86
O: 1.43 6.30 -0.15
H: 2.96 7.28 -1.34
O: -4.54 1.70 2.15
C: -3.52 2.47 1.75
O: -2.36 2.19 1.99
O: -3.72 3.56 1.15
H: -5.37 2.15 1.96

- HOMO-LUMO gap: 3.85 eV
- Total charge: +5


Below is a structure of composition C20H32Ge2IrS2, with properties calculated with wB97M-V/def2-TZVPD.

Cartesian coordinates (Å):
Ir: -0.25 -1.81 0.44
C: -3.12 -5.52 0.56
C: -1.97 -4.56 0.67
S: -2.24 -2.96 0.11
C: -0.74 -4.93 1.19
C: -0.43 -6.31 1.70
S: 0.55 -3.80 1.30
H: -3.99 -5.04 0.13
H: -3.39 -5.90 1.55
H: -2.85 -6.37 -0.06
H: -1.29 -6.98 1.61
H: -0.14 -6.26 2.75
H: 0.40 -6.73 1.14
C: 4.47 -0.38 -0.48
C: 3.22 -1.26 -0.37
Ge: 1.82 -0.44 0.73
C: 2.21 -0.38 2.66
C: 3.32 0.62 3.01
C: 1.59 1.41 0.12
C: 0.40 1.87 -0.41
Ge: -1.02 0.46 -0.48
C: -1.49 -0.11 -2.30
C: -2.05 0.99 -3.22
C: -2.52 0.78 0.75
C: -3.31 2.07 0.53
C: 0.25 3.21 -0.85
C: -1.00 3.65 -1.40
C: -1.17 4.94 -1.83
C: -0.11 5.85 -1.73
C: 1.13 5.46 -1.19
C: 1.31 4.18 -0.76
H: 5.21 -0.86 -1.12
H: 4.95 -0.22 0.49
H: 4.26 0.59 -0.92
H: 3.44 -2.22 0.10
H: 2.79 -1.46 -1.35
H: 2.48 -1.40 2.94
H: 1.28 -0.14 3.18
H: 4.27 0.35 2.55
H: 3.47 0.63 4.09
H: 3.06 1.63 2.71
H: 2.44 2.09 0.21
H: -2.23 -0.90 -2.15
H: -0.61 -0.57 -2.73
H: -2.95 1.45 -2.82
H: -2.32 0.54 -4.18
H: -1.31 1.76 -3.43
H: -2.12 0.74 1.76
H: -3.17 -0.10 0.62
H: -2.71 2.96 0.71
H: -4.15 2.11 1.23
H: -3.74 2.13 -0.47
H: -1.82 2.96 -1.48
H: -2.12 5.25 -2.24
H: -0.24 6.87 -2.07
H: 1.94 6.17 -1.12
H: 2.27 3.90 -0.35

- 2S+1: 6
- Expectation value of S²: 8.802
- HOMO-LUMO gap (alpha / beta): 7.66 / 5.28 eV
- Total charge: +2
- Energy relative to the best compared isomer or geometry (same formula, charge and spin): 0.6 kcal per mole


Below is the molecule C4H5Cl2N3O at a distorted geometry, with properties calculated with wB97M-V/def2-TZVPD.

Cartesian coordinates (Å):
C: -0.52 0.46 1.13
C: -0.11 1.56 0.44
C: 0.57 -0.24 -0.68
C: -0.42 -2.07 0.79
N: 1.12 -1.10 -1.46
N: -0.15 -0.66 0.42
N: 0.64 1.18 -0.68
O: -0.29 2.91 0.60
Cl: 2.01 -0.56 -2.80
Cl: 0.37 2.08 -2.02
H: -1.20 0.34 1.89
H: 0.42 -2.26 1.58
H: -1.57 -2.16 1.19
H: -0.41 -2.73 -0.10
H: -0.45 3.24 -0.28

- Structure (SMILES): Cn1cc(O)n(Cl)/c1=N\Cl
- HOMO-LUMO gap: 8.01 eV
- Energy relative to the best compared isomer or geometry (same formula, charge and spin): 8.3 kcal per mole


no.,E_tot (Ha)
1,-8041.03285
2,-5327.03531
3,-307.70354
4,-4827.88921
5,-5835.10927
6,-1315.18558